[1]
Here is a molecular structure, C41H34N3O4P2SbSe6W from the OMol25 dataset. Energies are from wB97M-V/def2-TZVPD.

Geometry (Å):
1 W -2.4348 -0.5410 -2.2723
2 O -1.2786 2.3785 -0.0658
3 C -2.0436 3.1421 -0.9567
4 C -1.7507 2.5192 -2.3365
5 O -1.7037 3.0805 -3.3888
6 O -1.6058 1.1691 -2.2848
7 C -1.6819 4.6281 -0.8362
8 C -1.6984 5.5411 -1.8863
9 C -1.3965 6.8789 -1.6611
10 C -1.0820 7.3284 -0.3901
11 C -1.0700 6.4257 0.6639
12 C -1.3657 5.0917 0.4405
13 C -3.5557 2.9171 -0.7941
14 C -4.0257 1.8411 -0.0528
15 C -5.3887 1.5745 0.0093
16 C -6.2871 2.3709 -0.6787
17 C -5.8197 3.4510 -1.4188
18 C -4.4638 3.7245 -1.4750
19 H -1.6736 2.3061 0.8155
20 H -1.9331 5.2144 -2.8868
21 H -1.4080 7.5706 -2.4938
22 H -0.8477 8.3714 -0.2200
23 H -0.8266 6.7589 1.6647
24 H -1.3373 4.4031 1.2746
25 H -3.3369 1.1973 0.4790
26 H -5.7389 0.7298 0.5900
27 H -7.3466 2.1532 -0.6449
28 H -6.5155 4.0799 -1.9589
29 H -4.1096 4.5645 -2.0586
30 Se 0.9437 -5.0009 1.5306
31 P 1.8068 -3.5557 0.2840
32 C 3.2525 -2.7047 0.9646
33 C 4.0667 -3.3758 1.8708
34 C 5.1735 -2.7378 2.4079
35 C 5.4589 -1.4235 2.0579
36 C 4.6509 -0.7521 1.1509
37 C 3.5566 -1.3978 0.5936
38 C 2.3340 -4.2037 -1.3261
39 C 3.5382 -3.8345 -1.9132
40 C 3.8978 -4.3600 -3.1476
41 C 3.0554 -5.2494 -3.7952
42 C 1.8532 -5.6233 -3.2067
43 C 1.4956 -5.1083 -1.9737
44 C 0.6912 -2.2008 -0.1887
45 C 0.0492 -1.1318 0.4986
46 N -0.6197 -0.4613 -0.4375
47 N -0.4506 -1.0868 -1.5807
48 N 0.3087 -2.1602 -1.4643
49 P 0.0282 -0.4118 2.1699
50 Se -1.8589 0.3883 2.7028
51 C 1.3230 0.8527 2.1249
52 C 1.8464 1.3280 3.3265
53 C 2.7643 2.3646 3.3216
54 C 3.1460 2.9500 2.1206
55 C 2.6028 2.5013 0.9263
56 C 1.6919 1.4546 0.9256
57 C 0.5488 -1.6880 3.3368
58 C -0.4390 -2.5044 3.8859
59 C -0.1040 -3.4630 4.8235
60 C 1.2156 -3.6034 5.2315
61 C 2.1999 -2.7903 4.6934
62 C 1.8715 -1.8340 3.7437
63 H 3.8042 -4.3831 2.1713
64 H 5.8057 -3.2598 3.1148
65 H 6.3122 -0.9208 2.4949
66 H 4.8621 0.2753 0.8829
67 H 2.9293 -0.8707 -0.1148
68 H 4.2028 -3.1428 -1.4123
69 H 4.8398 -4.0763 -3.5984
70 H 3.3385 -5.6604 -4.7558
71 H 1.1980 -6.3248 -3.7067
72 H 0.5709 -5.4108 -1.4983
73 H 1.5314 0.8904 4.2661
74 H 3.1743 2.7237 4.2565
75 H 3.8560 3.7671 2.1190
76 H 2.8755 2.9742 -0.0082
77 H 1.2471 1.1326 -0.0062
78 H -1.4700 -2.3715 3.5844
79 H -0.8734 -4.1001 5.2388
80 H 1.4764 -4.3487 5.9720
81 H 3.2298 -2.8982 5.0083
82 H 2.6490 -1.2068 3.3258
83 C -1.0504 -1.3854 -4.6145
84 O -2.0434 -1.7170 -3.6216
85 H -0.1892 -0.9238 -4.1339
86 H -1.4986 -0.6967 -5.3334
87 H -0.7620 -2.3142 -5.0986
88 Se -7.5585 -1.2938 -2.5289
89 Sb -5.3420 -1.7666 -3.6352
90 Se -3.5514 -1.7009 -0.7437
91 Se -7.5521 -1.6083 -4.8951
92 Se -4.1845 0.5714 -3.5634

Force components x, y, z for each atom (eV/Å):
1.54 0.88 -0.32
0.11 0.08 0.09
0.01 0.05 0.00
-0.09 -0.05 -0.17
0.03 0.01 0.05
-0.13 0.24 0.11
0.01 -0.01 0.05
-0.02 -0.01 -0.02
0.00 0.00 -0.01
0.00 -0.01 0.02
0.00 0.02 -0.01
0.01 -0.04 -0.01
0.01 -0.01 0.00
-0.02 0.04 -0.01
0.01 0.01 0.00
-0.01 0.01 0.00
0.00 -0.01 0.00
-0.01 0.01 -0.02
-0.09 -0.08 -0.03
0.01 0.00 0.00
0.00 0.00 0.00
0.00 0.00 0.00
0.00 0.00 0.00
0.00 0.01 0.00
0.02 -0.02 0.01
0.00 0.00 0.00
0.00 0.00 0.00
0.00 0.00 0.00
-0.01 -0.01 0.01
0.01 0.02 0.00
-0.04 0.00 0.02
0.05 0.01 -0.03
0.00 -0.01 0.00
0.00 0.00 0.01
0.00 0.00 0.00
0.01 0.00 0.00
-0.03 0.01 0.01
0.02 -0.07 0.00
-0.02 0.04 0.00
-0.01 0.00 0.00
0.00 0.00 -0.01
0.01 0.00 -0.01
0.00 0.00 0.03
-0.11 -0.03 0.21
0.29 -0.04 -0.29
-0.27 0.03 0.52
0.08 0.01 0.13
0.00 0.07 -0.28
-0.04 -0.07 -0.03
0.04 0.00 -0.07
-0.03 0.05 -0.01
0.00 -0.01 0.02
0.01 0.00 -0.01
0.00 0.00 0.01
0.00 0.00 0.01
0.01 0.01 0.00
0.00 0.01 0.05
-0.01 0.03 -0.01
0.01 -0.02 0.01
0.00 0.00 0.00
0.00 0.00 -0.01
0.03 -0.03 -0.04
0.00 0.00 0.00
0.00 0.00 0.00
0.00 0.00 0.00
0.00 0.00 0.00
0.01 -0.01 0.00
0.01 0.00 0.00
0.00 0.00 0.00
0.00 0.00 0.00
0.00 0.00 0.00
0.00 0.00 0.00
0.00 0.01 -0.01
0.00 0.00 0.00
0.00 0.00 0.00
0.00 0.00 0.00
-0.01 0.01 0.00
0.00 0.00 0.00
0.00 0.00 0.00
0.00 0.00 0.00
0.00 0.00 0.00
0.00 -0.01 0.01
-0.24 -0.14 -0.06
0.15 -0.36 -0.09
0.04 -0.02 -0.03
0.01 0.01 0.00
0.03 0.00 0.00
0.07 -0.01 0.02
-0.23 -0.18 -0.07
-0.70 -0.53 0.57
0.05 0.27 -0.02
-0.57 -0.15 -0.30

Its lowest unoccupied orbital energy is -1.84 eV. The calculated total energy is -474751.42207 eV. The HOMO-LUMO gap is 6.205 eV. Its total charge is 0. As for the energy above the lowest of the compared OMol25 structures with the same formula, charge and spin: 0.0 kJ/mol.

[2]
Here is a molecular structure, C41H34O4S7Y from the OMol25 dataset. Energies are from wB97M-V/def2-TZVPD.

Geometry (Å):
1 Y -2.4050 -0.6468 1.8353
2 C 1.4163 -4.8616 -4.7534
3 C 0.6546 -3.8229 -3.9819
4 C 0.7073 -3.7860 -2.5927
5 C 0.0096 -2.8291 -1.8710
6 C -0.7419 -1.8968 -2.5608
7 C -0.8389 -1.9235 -3.9465
8 C -0.1345 -2.8837 -4.6474
9 S -1.6718 -0.6563 -1.6998
10 O -1.4581 -0.9691 -0.2263
11 C -0.7649 0.8438 -2.0394
12 C -1.5823 1.8539 -2.5936
13 C -1.0593 3.0830 -2.8639
14 C 0.2974 3.3592 -2.5838
15 C 0.8541 4.6368 -2.8451
16 C 2.1629 4.8948 -2.5677
17 C 2.9839 3.8862 -2.0134
18 C 2.4785 2.6484 -1.7467
19 C 1.1164 2.3474 -2.0231
20 C 0.5640 1.0642 -1.7452
21 C 1.4598 0.0287 -1.1432
22 C 2.3439 -0.7160 -1.9872
23 C 2.3698 -0.5338 -3.3905
24 C 3.2241 -1.2618 -4.1694
25 C 4.0917 -2.2088 -3.5887
26 C 4.0857 -2.4058 -2.2371
27 C 3.2142 -1.6662 -1.4048
28 C 3.1962 -1.8679 0.0018
29 C 2.3735 -1.1363 0.7978
30 C 1.5196 -0.1750 0.2087
31 S 0.4797 0.8159 1.2631
32 O -0.2105 -0.1998 2.1880
33 C 1.6881 1.5856 2.3083
34 C 2.2330 2.7891 1.8880
35 C 3.1353 3.4351 2.7158
36 C 3.4769 2.9066 3.9587
37 C 4.3999 3.6464 4.8827
38 C 2.9000 1.7024 4.3549
39 C 2.0000 1.0354 3.5417
40 H 2.2255 -5.2806 -4.1569
41 H 1.8424 -4.4404 -5.6642
42 H 0.7592 -5.6820 -5.0486
43 H 1.3151 -4.5105 -2.0643
44 H 0.0659 -2.7915 -0.7907
45 H -1.4502 -1.1992 -4.4735
46 H -0.1921 -2.9060 -5.7289
47 H -2.6266 1.6434 -2.7869
48 H -1.6803 3.8641 -3.2834
49 H 0.2165 5.4025 -3.2689
50 H 2.5800 5.8721 -2.7710
51 H 4.0229 4.1003 -1.8002
52 H 3.1172 1.8857 -1.3209
53 H 1.7061 0.1909 -3.8451
54 H 3.2366 -1.1115 -5.2413
55 H 4.7665 -2.7742 -4.2180
56 H 4.7523 -3.1275 -1.7808
57 H 3.8640 -2.6039 0.4327
58 H 2.3648 -1.2698 1.8715
59 H 1.9454 3.2286 0.9392
60 H 3.5623 4.3800 2.4027
61 H 5.0161 4.3634 4.3426
62 H 5.0557 2.9596 5.4171
63 H 3.8208 4.1956 5.6278
64 H 3.1372 1.2930 5.3292
65 H 1.5123 0.1274 3.8723
66 O 0.0723 3.1632 5.3124
67 C -0.8071 2.5561 4.7707
68 S -1.5313 1.0682 5.4024
69 C -2.6760 0.7854 4.0948
70 C -2.6759 1.7044 3.0837
71 S -3.5575 1.6471 1.5594
72 S -1.5332 3.0341 3.2224
73 S -3.5671 -0.7255 4.1874
74 O -4.0225 -1.9597 1.0022
75 S -5.5060 -2.3383 1.0094
76 C -6.4609 -0.9227 1.6473
77 C -7.0384 -1.3078 3.0104
78 C -7.1161 -2.8340 3.0508
79 C -5.7835 -3.3236 2.5007
80 H -7.2314 -0.7278 0.9020
81 H -5.7672 -0.0799 1.6748
82 H -8.0133 -0.8455 3.1559
83 H -6.3745 -0.9507 3.7970
84 H -7.9415 -3.2008 2.4356
85 H -7.2697 -3.2145 4.0598
86 H -5.7487 -4.3786 2.2390
87 H -4.9556 -3.0743 3.1680

Force components x, y, z for each atom (eV/Å):
-0.17 0.00 -0.09
0.02 -0.01 -0.01
0.00 0.01 0.00
0.01 -0.01 0.00
-0.01 0.00 0.01
0.00 0.01 -0.06
0.00 0.00 0.00
0.01 0.00 -0.01
0.03 0.02 0.04
-0.01 -0.03 0.01
0.03 0.01 0.00
0.01 0.04 0.00
0.00 -0.01 0.00
-0.01 0.02 0.00
0.00 0.00 0.00
-0.01 0.00 0.00
0.01 0.00 0.00
-0.01 0.00 -0.02
0.03 0.00 0.00
-0.05 -0.03 0.01
0.04 -0.01 -0.08
-0.03 0.02 0.01
0.00 0.00 -0.02
-0.02 0.00 -0.02
0.01 -0.01 0.02
0.01 0.00 0.00
0.01 -0.01 0.03
0.00 0.00 -0.01
-0.02 0.01 -0.02
-0.02 -0.01 0.08
0.08 0.01 0.09
0.04 0.01 -0.05
-0.10 -0.03 0.00
0.00 0.02 -0.02
0.01 0.01 0.00
-0.01 0.00 0.00
0.02 0.00 0.01
-0.01 -0.04 0.00
0.02 0.02 0.00
0.00 0.00 0.00
0.00 0.00 0.00
0.00 0.00 0.00
0.00 0.00 0.00
0.00 0.00 0.00
0.00 0.00 0.01
0.00 0.00 0.00
0.00 0.00 0.00
0.00 -0.01 0.00
0.01 0.00 0.00
0.00 0.00 0.00
0.00 0.00 0.00
0.00 0.00 0.00
0.00 0.00 0.00
0.00 0.00 0.00
0.00 0.00 0.00
0.00 0.00 -0.01
0.00 0.00 0.00
0.01 0.00 0.00
0.00 -0.02 0.01
0.00 0.00 0.00
0.00 0.00 0.00
0.00 0.00 0.00
-0.01 0.00 0.00
0.00 0.01 0.00
0.02 0.00 0.00
0.01 0.01 0.00
-0.05 -0.02 -0.02
0.01 0.00 0.00
0.03 0.06 -0.01
-0.02 -0.07 -0.03
0.00 0.03 0.02
0.01 0.01 0.01
0.07 0.04 0.07
0.02 -0.02 0.02
-0.01 -0.03 0.00
0.03 0.00 -0.03
0.00 0.02 0.02
0.00 -0.02 0.01
0.02 0.02 0.00
0.00 -0.01 0.00
-0.02 0.01 0.02
0.00 -0.01 0.00
0.01 0.00 -0.01
0.01 0.00 -0.01
-0.01 0.01 0.00
-0.01 0.00 0.00
0.00 -0.01 0.00

Its lowest unoccupied orbital energy is -2.72 eV. The calculated total energy is -128148.81793 eV. The HOMO-LUMO gap is 7.061 eV. Its total charge is +1. As for the energy above the lowest of the compared OMol25 structures with the same formula, charge and spin: 10.3 kJ/mol.